No. 1
A cluster of 4 separate species, C34H72N7O7P in total at a distorted geometry, computed with the ωB97M-V functional and the def2-TZVPD basis.

- HOMO energy (eV) = -8.33
- maximum force (eV/Å) = 2.059
- charge = 0
- orbital gap (eV) = 8.62

Geometry as XYZ:
```
121
C34H72N7O7P | the OMol25 dataset | the ωB97M-V functional and the def2-TZVPD basis
C -1.918 3.225 -0.004
C -3.088 3.420 -0.962
C -3.345 2.198 -1.832
C -4.253 1.213 -1.124
C -4.122 -0.223 -1.624
C -4.080 -1.228 -0.470
C -5.278 -2.188 -0.348
C -5.861 -2.084 1.064
C -5.130 -2.984 2.065
C -4.625 -2.183 3.269
C -3.238 -2.573 3.758
C -2.224 -2.728 2.591
C -0.803 -2.305 2.965
C 0.099 -1.595 1.864
N -0.792 -0.580 1.323
C -0.282 0.526 0.497
C -0.784 0.399 -0.950
C 1.364 -1.163 2.743
C 1.610 0.280 3.100
C 0.634 0.794 4.131
O 0.304 0.158 5.117
N 0.145 2.107 3.847
C 1.247 3.057 4.164
C -1.019 2.408 4.686
N 2.542 -1.920 2.300
C 1.929 -3.136 1.858
O 2.222 -4.278 2.141
C 0.709 -2.670 0.934
C -0.110 -3.930 0.616
C -1.373 -3.704 -0.239
P 1.673 -2.279 -0.589
N 3.062 -2.966 -0.423
O 1.849 -0.703 -0.837
O 0.951 -2.772 -1.953
H -2.152 2.494 0.766
H -1.722 4.168 0.499
H -1.009 2.951 -0.532
H -3.976 3.578 -0.351
H -2.943 4.303 -1.564
H -3.843 2.517 -2.745
H -2.406 1.738 -2.132
H -4.048 1.234 -0.057
H -5.272 1.557 -1.279
H -3.228 -0.335 -2.230
H -4.950 -0.468 -2.283
H -3.939 -0.693 0.462
H -3.189 -1.837 -0.615
H -4.928 -3.197 -0.537
H -6.050 -1.919 -1.059
H -6.927 -2.293 1.068
H -5.762 -1.044 1.359
H -4.330 -3.503 1.548
H -5.841 -3.735 2.392
H -4.621 -1.118 3.062
H -5.320 -2.336 4.091
H -2.868 -1.790 4.417
H -3.266 -3.514 4.298
H -2.629 -2.237 1.714
H -2.221 -3.789 2.361
H -0.281 -3.167 3.366
H -0.888 -1.559 3.749
H -1.306 -0.180 2.092
H -0.729 1.439 0.880
H 0.788 0.678 0.531
H -1.773 0.845 -1.003
H -0.913 -0.649 -1.208
H -0.151 0.931 -1.656
H 1.186 -1.623 3.710
H 1.660 0.979 2.274
H 2.588 0.316 3.580
H 1.324 3.835 3.412
H 2.207 2.562 4.254
H 1.055 3.551 5.112
H -0.800 2.385 5.751
H -1.366 3.401 4.425
H -1.807 1.695 4.468
H 3.148 -1.479 1.614
H 0.552 -4.620 0.100
H -0.391 -4.421 1.536
H -1.634 -2.650 -0.253
H -2.227 -4.259 0.124
H -1.212 -3.972 -1.277
H 3.258 -3.624 -1.165
H 1.288 -0.465 -1.588
H 1.105 -3.721 -1.985
C 4.347 1.076 -5.480
N 3.492 1.898 -4.644
C 3.361 1.868 -3.287
C 4.211 0.853 -2.552
O 2.586 2.637 -2.745
H 5.043 1.705 -6.038
H 3.743 0.511 -6.193
H 4.916 0.378 -4.877
H 2.912 2.589 -5.091
H 4.031 0.916 -1.483
H 3.964 -0.158 -2.880
H 5.268 1.054 -2.738
C 0.030 4.138 -6.490
N -0.833 4.969 -5.675
C -0.971 4.958 -4.319
C -0.126 3.968 -3.549
O -1.749 5.726 -3.775
H 0.728 4.760 -7.055
H -0.564 3.555 -7.196
H 0.597 3.454 -5.867
H -1.417 5.648 -6.136
H -0.338 4.075 -2.493
H -0.362 2.947 -3.853
H 0.934 4.153 -3.705
C 7.338 -2.520 0.406
N 6.131 -1.724 0.303
C 5.862 -0.534 0.880
C 6.938 0.082 1.743
O 4.778 0.016 0.706
H 7.772 -2.671 -0.584
H 7.101 -3.496 0.832
H 8.072 -2.032 1.038
H 5.359 -2.080 -0.252
H 6.570 1.027 2.131
H 7.180 -0.572 2.581
H 7.840 0.270 1.159
```

Mulliken atomic charge list, values in e, 99 entries:
1. C -0.70
2. C -0.85
3. C -0.64
4. C -0.87
5. C -1.27
6. C 2.06
7. C -1.38
8. C -1.12
9. C -0.32
10. C -1.18
11. C -0.93
12. C 0.97
13. C -2.97
14. C 1.34
15. N 0.80
16. C 0.85
17. C -1.20
18. C -0.67
19. C -1.21
20. C 0.24
21. O -0.64
22. N 0.32
23. C -1.13
24. C -1.16
25. N -0.17
26. C -0.69
27. O -0.59
28. C 1.62
29. C -2.07
30. C -0.80
31. P 0.68
32. N -0.69
33. O -0.71
34. O -0.61
35. H 0.28
36. H 0.43
37. H 0.11
38. H 0.42
39. H 0.38
40. H 0.49
41. H 0.74
42. H 0.32
43. H 0.58
44. H 0.39
45. H 0.72
46. H 0.02
47. H -1.64
48. H 0.52
49. H 0.47
50. H 0.46
51. H 0.54
52. H 0.12
53. H 0.62
54. H 0.37
55. H 0.50
56. H 0.39
57. H 0.38
58. H -0.56
59. H 0.42
60. H 0.55
61. H 0.72
62. H 0.59
63. H 0.41
64. H -0.50
65. H -1.35
66. H 0.57
67. H 0.61
68. H 0.53
69. H 0.26
70. H 0.80
71. H 0.30
72. H 0.43
73. H 0.39
74. H 0.41
75. H 0.42
76. H 0.24
77. H 0.08
78. H 0.96
79. H 0.41
80. H -0.37
81. H 0.40
82. H 0.46
83. H 0.25
84. H 0.11
85. H 0.44
86. C -0.93
87. N -0.07
88. C 0.85
89. C -1.22
90. O -0.61
91. H 0.31
92. H 0.29
93. H 0.34
94. H 0.15
95. H 0.03
96. H 0.32
97. H 0.56
98. C -0.55
99. N -0.15

No. 2
A cluster of 6 separate species, C34H75ClN13O6 in total at a distorted geometry, computed with the ωB97M-V functional and the def2-TZVPD basis.

- HOMO energy (eV) = -10.69
- maximum force (eV/Å) = 9.509
- charge = +1
- orbital gap (eV) = 7.95

Geometry as XYZ:
```
129
C34H75ClN13O6 | the OMol25 dataset | the ωB97M-V functional and the def2-TZVPD basis
C 0.052 1.355 1.489
C -0.570 2.176 1.939
C -1.301 3.111 2.745
C -2.077 4.143 1.887
C -3.501 3.632 1.699
C -3.587 2.731 0.453
N -3.550 1.314 0.747
C -3.918 0.459 -0.374
C -3.037 -0.798 -0.408
C -3.222 -1.565 0.926
C -2.085 -1.262 1.923
C -2.593 -1.376 3.373
N -3.278 -0.202 3.879
C -3.833 1.181 -1.717
C -4.167 0.295 -2.930
C -2.966 -0.150 -3.781
C -2.821 0.794 -4.967
C -2.292 2.192 -4.609
C -0.959 2.215 -3.874
C 0.168 1.912 -4.890
C 0.690 3.241 -5.470
C 1.769 3.871 -4.571
C 3.005 4.304 -5.358
C 3.710 5.487 -4.711
C 4.190 5.189 -3.289
C 4.765 3.785 -3.162
C 6.196 3.713 -3.704
C 6.295 3.467 -5.216
N -4.778 2.348 -1.732
C -4.736 3.175 -0.476
C -6.139 3.296 0.158
C -6.420 2.360 1.308
O -6.615 1.244 1.229
Cl -6.502 3.119 2.929
H 0.371 0.447 1.072
H -2.044 2.618 3.356
H -0.632 3.622 3.420
H -2.075 5.060 2.458
H -1.555 4.283 0.952
H -4.147 4.479 1.512
H -3.761 3.113 2.608
H -2.663 2.931 -0.084
H -4.069 1.096 1.581
H -4.939 0.074 -0.294
H -2.000 -0.555 -0.597
H -3.418 -1.462 -1.172
H -4.201 -1.334 1.337
H -3.191 -2.627 0.737
H -1.624 -0.309 1.702
H -1.328 -2.021 1.769
H -3.318 -2.180 3.374
H -1.752 -1.626 4.006
H -2.710 0.622 3.802
H -4.175 -0.071 3.442
H -2.835 1.561 -1.875
H -4.758 -0.536 -2.576
H -4.774 0.898 -3.604
H -2.049 -0.299 -3.232
H -3.214 -1.126 -4.181
H -3.775 0.917 -5.466
H -2.134 0.350 -5.674
H -3.092 2.731 -4.091
H -2.138 2.727 -5.541
H -0.891 1.477 -3.083
H -0.769 3.179 -3.415
H 0.967 1.416 -4.351
H -0.176 1.223 -5.652
H 1.079 3.047 -6.459
H -0.191 3.871 -5.531
H 1.329 4.711 -4.044
H 2.039 3.116 -3.841
H 2.649 4.599 -6.341
H 3.707 3.505 -5.549
H 2.978 6.290 -4.676
H 4.514 5.857 -5.333
H 4.993 5.882 -3.056
H 3.407 5.415 -2.577
H 4.821 3.549 -2.102
H 4.128 3.016 -3.577
H 6.668 2.876 -3.203
H 6.764 4.593 -3.426
H 7.250 2.990 -5.400
H 5.541 2.785 -5.581
H 6.273 4.386 -5.782
H -5.713 2.007 -1.948
H -4.493 2.935 -2.510
H -4.475 4.171 -0.804
H -6.879 3.057 -0.599
H -6.327 4.317 0.445
C 0.698 -1.606 3.593
O 0.582 -1.720 2.373
N 0.482 -0.420 4.228
N 1.038 -2.640 4.397
H 0.560 -0.299 5.220
H 0.225 0.366 3.657
H 1.201 -3.528 3.963
H 1.136 -2.569 5.398
C 1.489 -5.215 7.371
O 1.597 -4.076 6.928
N 0.310 -5.695 7.871
N 2.524 -6.093 7.403
H 0.198 -6.627 8.240
H -0.477 -5.076 7.865
H 3.414 -5.782 7.045
H 2.446 -7.026 7.765
C 4.851 -0.651 -5.256
O 3.920 0.143 -5.271
N 5.891 -0.588 -6.145
N 4.944 -1.668 -4.360
H 6.658 -1.230 -6.143
H 5.871 0.145 -6.827
H 4.212 -1.768 -3.680
H 5.703 -2.319 -4.343
C -1.082 -8.953 6.705
O -0.444 -9.005 7.745
N -2.075 -9.842 6.405
N -0.844 -7.993 5.764
H -2.609 -9.815 5.558
H -2.270 -10.556 7.080
H -0.116 -7.334 5.974
H -1.344 -7.911 4.900
C 5.838 -6.314 5.078
O 5.397 -6.155 6.203
N 5.499 -7.387 4.301
N 6.710 -5.431 4.503
H 5.851 -7.538 3.376
H 4.862 -8.054 4.694
H 6.980 -4.634 5.048
H 7.088 -5.542 3.582
```

Mulliken atomic charge list, values in e, 99 entries:
1. C 0.75
2. C -1.39
3. C -0.74
4. C -1.38
5. C -1.16
6. C -0.47
7. N 0.72
8. C 0.34
9. C -0.74
10. C -1.85
11. C 1.01
12. C -1.46
13. N -0.54
14. C -0.77
15. C -1.69
16. C -0.85
17. C -1.26
18. C -0.29
19. C -0.44
20. C -1.08
21. C -0.99
22. C -0.50
23. C -0.67
24. C -0.98
25. C -0.85
26. C -0.05
27. C -0.57
28. C -1.04
29. N 0.29
30. C -0.33
31. C -1.30
32. C 0.62
33. O -0.33
34. Cl -0.17
35. H 0.60
36. H 0.06
37. H 0.66
38. H 0.42
39. H 0.72
40. H 0.45
41. H 0.40
42. H 0.65
43. H 0.03
44. H 0.11
45. H 0.43
46. H 0.59
47. H 0.47
48. H 0.58
49. H -0.66
50. H 0.83
51. H 0.46
52. H 0.37
53. H 0.25
54. H 0.33
55. H 0.22
56. H 0.63
57. H 0.62
58. H 0.44
59. H 0.46
60. H 0.42
61. H 0.47
62. H 0.03
63. H 0.54
64. H 0.44
65. H 0.31
66. H 0.58
67. H 0.35
68. H 0.51
69. H 0.34
70. H 0.34
71. H 0.45
72. H 0.69
73. H -0.21
74. H 0.48
75. H 0.38
76. H 0.45
77. H 0.35
78. H 0.32
79. H -0.10
80. H 0.39
81. H 0.30
82. H 0.40
83. H 0.12
84. H 0.30
85. H 0.53
86. H 0.50
87. H 0.46
88. H 0.45
89. H 0.55
90. C 0.56
91. O -0.70
92. N -0.27
93. N -0.27
94. H 0.15
95. H 0.18
96. H 0.16
97. H 0.18
98. C 0.58
99. O -0.71

No. 3
A cluster of 10 separate species, C34H76I2N9O12PS in total at a distorted geometry, computed with the ωB97M-V functional and the def2-TZVPD basis.

- HOMO energy (eV) = -7.86
- maximum force (eV/Å) = 1.533
- charge = 0
- orbital gap (eV) = 7.98
- relative energy (zero: lowest compared OMol25 entry of this formula, charge and spin) (kcal per mole) = 0.0

Geometry as XYZ:
```
135
C34H76I2N9O12PS | the OMol25 dataset | the ωB97M-V functional and the def2-TZVPD basis
C 3.360 -0.059 0.042
O 4.000 1.197 -0.052
C 5.392 1.151 -0.312
C 6.123 2.006 0.696
O 7.213 2.490 0.506
O 5.396 2.182 1.843
C 6.110 2.410 3.024
P 5.614 4.117 3.577
S 6.070 5.524 2.308
C 5.733 1.335 4.041
I 6.363 -0.544 3.196
C 4.243 1.387 4.484
C 4.058 2.113 5.803
I 3.444 -0.607 4.814
H 2.323 0.040 -0.258
H 3.394 -0.418 1.070
H 3.811 -0.799 -0.617
H 5.781 0.141 -0.290
H 5.557 1.619 -1.273
H 7.187 2.383 2.914
H 6.141 4.297 4.870
H 4.230 4.069 3.750
H 6.340 1.452 4.930
H 3.621 1.780 3.694
H 4.802 1.774 6.515
H 3.072 1.910 6.195
H 4.118 3.187 5.686
C 5.816 2.306 -5.119
C 6.678 1.375 -4.308
O 6.744 1.503 -3.096
N 7.361 0.390 -4.951
C 7.384 0.099 -6.370
H 5.346 2.997 -4.430
H 6.403 2.871 -5.846
H 5.029 1.758 -5.638
H 7.908 -0.189 -4.335
H 7.022 -0.914 -6.554
H 8.403 0.175 -6.754
H 6.755 0.797 -6.912
C -0.019 3.425 4.648
C 1.105 4.404 4.482
O 2.206 4.065 4.054
N 0.871 5.694 4.818
C -0.357 6.263 5.342
H 0.327 2.446 4.332
H -0.335 3.378 5.693
H -0.868 3.703 4.028
H 1.660 6.304 4.672
H -0.728 7.038 4.669
H -0.173 6.714 6.319
H -1.116 5.496 5.451
C -3.460 2.687 8.909
C -2.065 3.070 8.477
O -1.788 3.288 7.307
N -1.115 3.166 9.441
C -1.256 2.947 10.869
H -4.094 2.655 8.029
H -3.463 1.705 9.382
H -3.865 3.422 9.606
H -0.208 3.424 9.087
H -0.991 3.853 11.416
H -0.592 2.144 11.192
H -2.276 2.676 11.118
C 1.012 -2.716 -2.382
C 0.400 -2.057 -1.169
O 0.546 -0.865 -0.939
N -0.325 -2.843 -0.337
C -0.595 -4.265 -0.467
H 1.554 -1.962 -2.944
H 1.706 -3.503 -2.085
H 0.234 -3.146 -3.016
H -0.712 -2.350 0.450
H -1.668 -4.432 -0.540
H -0.215 -4.796 0.409
H -0.127 -4.665 -1.357
C -1.216 0.109 1.644
C -1.983 0.913 2.667
O -1.988 2.132 2.661
N -2.672 0.228 3.619
C -2.779 -1.208 3.792
H -0.722 0.796 0.966
H -0.458 -0.509 2.126
H -1.889 -0.529 1.069
H -3.153 0.824 4.273
H -3.823 -1.518 3.727
H -2.392 -1.499 4.770
H -2.214 -1.728 3.027
C -2.575 -3.833 -5.461
C -1.910 -4.884 -4.611
O -1.951 -4.854 -3.388
N -1.254 -5.881 -5.254
C -1.108 -6.082 -6.684
H -3.054 -3.117 -4.798
H -1.840 -3.307 -6.073
H -3.334 -4.285 -6.097
H -0.831 -6.552 -4.634
H -1.539 -7.041 -6.974
H -0.051 -6.080 -6.958
H -1.612 -5.295 -7.234
C -7.707 -5.195 -6.990
C -6.465 -4.516 -6.471
O -5.428 -5.129 -6.262
N -6.531 -3.181 -6.242
C -7.664 -2.291 -6.428
H -7.487 -6.247 -7.136
H -8.525 -5.102 -6.273
H -8.014 -4.764 -7.943
H -5.670 -2.787 -5.898
H -7.412 -1.507 -7.142
H -7.931 -1.821 -5.480
H -8.524 -2.838 -6.796
C -7.243 -4.496 -3.291
C -8.443 -5.092 -2.596
O -9.584 -4.795 -2.914
N -8.209 -5.983 -1.598
C -6.930 -6.451 -1.096
H -7.596 -3.813 -4.048
H -6.621 -3.943 -2.586
H -6.647 -5.276 -3.765
H -9.049 -6.344 -1.177
H -6.855 -7.533 -1.212
H -6.832 -6.211 -0.036
H -6.111 -5.987 -1.635
C 2.790 5.902 -3.381
C 2.752 4.402 -3.202
O 2.991 3.633 -4.122
N 2.456 3.925 -1.969
C 2.161 4.670 -0.758
H 3.046 6.117 -4.413
H 1.818 6.343 -3.160
H 3.543 6.349 -2.731
H 2.459 2.918 -1.915
H 2.889 4.424 0.017
H 1.167 4.409 -0.391
H 2.196 5.737 -0.944
```

Mulliken atomic charge list, values in e, 99 entries:
1. C -0.62
2. O -0.17
3. C 0.14
4. C -0.05
5. O -0.62
6. O 0.32
7. C -0.52
8. P 0.16
9. S -0.42
10. C -0.57
11. I 0.02
12. C -0.19
13. C -1.44
14. I 0.02
15. H 0.17
16. H 0.16
17. H 0.37
18. H 0.32
19. H -0.01
20. H 0.66
21. H 0.14
22. H 0.05
23. H 0.64
24. H 0.33
25. H 0.49
26. H 0.47
27. H 0.25
28. C -1.05
29. C 0.71
30. O -0.62
31. N -0.18
32. C -0.86
33. H 0.04
34. H 0.38
35. H 0.39
36. H 0.24
37. H 0.28
38. H 0.29
39. H 0.32
40. C -0.90
41. C 0.47
42. O -0.54
43. N -0.18
44. C -0.89
45. H 0.14
46. H 0.24
47. H 0.47
48. H 0.26
49. H 0.28
50. H 0.30
51. H 0.32
52. C -1.42
53. C 0.76
54. O -0.57
55. N -0.13
56. C -0.87
57. H 0.28
58. H 0.38
59. H 0.39
60. H 0.21
61. H 0.29
62. H 0.29
63. H 0.33
64. C -1.25
65. C 0.95
66. O -0.64
67. N 0.12
68. C -0.95
69. H 0.33
70. H 0.40
71. H 0.09
72. H 0.01
73. H 0.28
74. H 0.30
75. H 0.34
76. C -1.17
77. C 0.52
78. O -0.67
79. N -0.12
80. C -0.72
81. H 0.28
82. H 0.42
83. H 0.45
84. H 0.22
85. H 0.30
86. H 0.28
87. H 0.19
88. C -1.25
89. C 0.76
90. O -0.63
91. N -0.15
92. C -0.87
93. H 0.27
94. H 0.44
95. H 0.32
96. H 0.23
97. H 0.29
98. H 0.30
99. H 0.31

> Among the records above, which one has the lowest maximum force?

C34H76I2N9O12PS

> Which formula does entry 1 have?

C34H72N7O7P

> Which of these has the highest orbital gap?

C34H72N7O7P

> The highest orbital gap belongs to which entry?

C34H72N7O7P